# 1
Density functional theory data (wB97M-V/def2-TZVPD) for 8 unconnected molecules or ions with the total composition C36H94N6O14 at a distorted geometry.

CARTESIAN COORDINATES (ANGSTROEM)
C: 3.814 1.118 -0.583
O: 2.629 1.535 0.109
C: 1.720 0.510 0.516
C: 1.257 -0.350 -0.630
N: 0.272 0.292 -1.481
C: -1.002 -0.420 -1.664
C: -2.046 0.348 -2.506
O: -3.129 -0.515 -2.809
C: -3.891 -0.887 -1.678
H: 4.275 0.243 -0.130
H: 4.378 2.030 -0.750
H: 3.510 0.844 -1.601
H: 0.919 1.089 0.975
H: 2.182 -0.185 1.230
H: 0.695 -1.195 -0.215
H: 2.109 -0.661 -1.241
H: 0.159 1.313 -1.360
H: -1.412 -0.706 -0.686
H: -0.807 -1.374 -2.165
H: -1.545 0.667 -3.414
H: -2.428 1.215 -1.962
H: -4.776 -1.434 -2.002
H: -4.331 -0.011 -1.186
H: -3.335 -1.486 -0.958
C: 3.542 -1.393 -5.996
O: 3.163 -0.087 -5.687
C: 2.165 0.184 -4.717
C: 2.152 1.704 -4.537
N: 0.903 2.250 -4.020
C: 1.152 3.533 -3.339
C: -0.008 3.904 -2.447
O: -0.173 3.034 -1.316
C: -1.322 3.330 -0.516
H: 3.649 -1.568 -7.068
H: 2.805 -2.136 -5.667
H: 4.479 -1.680 -5.509
H: 2.423 -0.238 -3.740
H: 1.179 -0.214 -4.971
H: 2.420 2.080 -5.526
H: 2.957 1.899 -3.820
H: 0.426 1.632 -3.386
H: 1.275 4.288 -4.117
H: 2.091 3.431 -2.782
H: -0.957 3.901 -2.990
H: 0.225 4.904 -2.062
H: -1.047 4.023 0.279
H: -1.533 2.345 -0.090
H: -2.195 3.606 -1.108
C: 2.400 2.257 4.036
O: 2.872 3.576 3.866
C: 2.940 3.986 2.493
C: 1.542 4.107 1.807
N: 0.550 4.544 2.783
C: 0.402 6.021 2.804
C: -0.989 6.405 3.323
O: -1.186 6.708 4.681
C: -0.594 5.783 5.574
H: 3.025 1.580 3.439
H: 1.348 2.094 3.779
H: 2.564 2.063 5.097
H: 3.627 3.329 1.959
H: 3.364 4.991 2.541
H: 1.328 3.071 1.536
H: 1.614 4.715 0.909
H: 0.870 4.220 3.686
H: 0.422 6.453 1.808
H: 1.147 6.392 3.514
H: -1.698 5.651 2.953
H: -1.306 7.342 2.850
H: -0.972 4.772 5.417
H: -0.739 6.138 6.595
H: 0.500 5.853 5.530
C: -3.542 -6.069 2.081
O: -2.585 -5.115 1.650
C: -1.895 -5.507 0.487
C: -0.663 -4.617 0.373
N: 0.514 -5.115 1.139
C: 1.379 -4.022 1.562
C: 2.462 -4.529 2.589
O: 1.727 -4.462 3.824
C: 2.345 -5.272 4.814
H: -3.829 -5.659 3.057
H: -3.151 -7.029 2.431
H: -4.434 -6.116 1.457
H: -2.590 -5.349 -0.351
H: -1.598 -6.560 0.436
H: -0.922 -3.585 0.607
H: -0.243 -4.531 -0.638
H: 1.044 -5.734 0.542
H: 0.848 -3.235 2.077
H: 1.932 -3.588 0.716
H: 3.358 -3.910 2.591
H: 2.607 -5.581 2.334
H: 2.480 -6.317 4.515
H: 1.580 -5.283 5.593
H: 3.312 -4.891 5.152
C: 7.806 1.456 2.938
O: 7.725 2.558 2.047
C: 6.857 3.579 2.568
C: 7.240 4.877 1.834
N: 6.830 4.918 0.428
C: 5.386 4.818 0.227
C: 5.088 4.956 -1.268
O: 3.657 5.011 -1.309
C: 3.123 5.772 -2.381
H: 8.514 0.742 2.511
H: 6.846 0.931 2.980
H: 8.176 1.660 3.944
H: 6.897 3.639 3.656
H: 5.836 3.323 2.270
H: 8.316 5.017 1.931
H: 6.813 5.715 2.392
H: 7.233 4.078 0.017
H: 4.865 5.489 0.905
H: 5.000 3.800 0.389
H: 5.383 4.107 -1.888
H: 5.547 5.891 -1.606
H: 3.103 5.151 -3.285
H: 3.805 6.599 -2.591
H: 2.105 6.086 -2.163
C: -6.914 -3.743 -4.472
O: -8.014 -3.762 -3.583
C: -7.762 -3.677 -2.196
C: -9.043 -3.982 -1.418
N: -9.301 -5.429 -1.418
C: -10.549 -5.830 -0.774
C: -10.875 -7.322 -0.766
O: -10.143 -8.098 0.141
C: -8.908 -8.574 -0.339
H: -7.145 -4.464 -5.253
H: -6.022 -4.186 -4.005
H: -6.555 -2.765 -4.792
H: -7.453 -2.648 -1.980
H: -6.984 -4.414 -1.977
H: -9.869 -3.400 -1.843
H: -8.902 -3.656 -0.386
H: -9.348 -5.645 -2.409
H: -11.286 -5.336 -1.433
H: -10.671 -5.358 0.202
H: -10.727 -7.688 -1.791
H: -11.917 -7.479 -0.483
H: -8.237 -7.733 -0.529
H: -8.962 -9.281 -1.173
H: -8.445 -9.158 0.459
O: 7.024 1.517 -0.308
H: 7.869 1.150 -0.584
H: 7.138 1.709 0.654
O: -0.984 -1.657 2.156
H: -1.285 -2.350 2.757
H: -0.035 -1.606 2.303

Properties
- E: -76451.2860 eV
- SMILES: COCCNCCOC.COCCNCCOC.COCCNCCOC.COCCNCCOC.COCCNCCOC.COCCNCCOC.O.O
- Energy relative to the best compared isomer or geometry (same formula, charge and spin): 187.8 kJ/mol
- Highest occupied orbital energy: -0.29287 Ha
- Maximum force: 0.061 Eh/bohr

Löwdin population analysis, charges in e, atoms 1 to 4:
1 C -0.07
2 O -0.21
3 C -0.21
4 C -0.20

=====

# 2
Density functional theory data (wB97M-V/def2-TZVPD) for a molecular structure, C12H34InO9 at a distorted geometry.

CARTESIAN COORDINATES (ANGSTROEM)
C: 0.637 3.154 0.723
C: 0.530 2.056 -0.057
In: 1.624 0.222 0.615
C: 0.972 -1.675 -0.467
C: 0.750 -2.778 0.479
O: -0.087 -3.660 0.419
O: 1.623 -2.766 1.549
C: 1.471 -3.788 2.462
C: 0.527 -3.457 3.567
O: 2.117 -4.791 2.390
H: -0.222 3.746 1.044
H: 1.637 3.473 1.012
H: -0.118 2.086 -0.938
H: 3.376 0.462 0.353
H: 1.304 0.105 2.356
H: 1.826 -1.964 -1.088
H: 0.082 -1.566 -1.073
H: -0.413 -3.067 3.180
H: 0.978 -2.659 4.164
H: 0.371 -4.330 4.193
C: -2.712 3.335 -1.214
O: -2.503 3.613 0.161
H: -2.659 2.256 -1.331
H: -3.695 3.684 -1.553
H: -1.932 3.789 -1.834
H: -2.531 4.565 0.283
C: 1.551 1.749 -3.842
O: 0.416 2.452 -3.354
H: 2.415 2.041 -3.252
H: 1.411 0.670 -3.738
H: 1.744 1.986 -4.895
H: -0.346 2.171 -3.868
C: -2.388 -2.378 -2.937
O: -1.131 -1.803 -3.276
H: -3.107 -1.567 -2.845
H: -2.726 -3.066 -3.720
H: -2.330 -2.913 -1.986
H: -0.493 -2.519 -3.346
C: 2.305 -4.382 7.391
O: 1.019 -4.089 6.862
H: 2.757 -3.435 7.675
H: 2.240 -5.020 8.277
H: 2.943 -4.864 6.646
H: 0.612 -4.919 6.599
C: -5.168 -0.849 -5.246
O: -5.277 -0.383 -3.907
H: -4.447 -1.662 -5.244
H: -6.128 -1.224 -5.613
H: -4.807 -0.059 -5.911
H: -5.908 0.341 -3.888
C: 3.763 5.625 0.990
O: 3.457 5.033 2.246
H: 4.144 4.837 0.346
H: 2.875 6.059 0.523
H: 4.529 6.402 1.089
H: 3.124 5.718 2.831

Properties
- E: -36591.4349 eV
- Total charge: -1
- Energy relative to the best compared isomer or geometry (same formula, charge and spin): 0.0 kJ/mol
- Highest occupied orbital energy: -0.12500 Ha
- Maximum force: 0.032 Eh/bohr

Löwdin population analysis, charges in e, atoms 1 to 4:
1 C -0.18
2 C -0.30
3 In 0.46
4 C -0.19

=====

# 3
Density functional theory data (wB97M-V/def2-TZVPD) for a gas-phase ion, C10H15OS (charge +1) at a distorted geometry.

CARTESIAN COORDINATES (ANGSTROEM)
C: -2.552 -0.007 -2.144
C: -1.069 -0.386 -1.743
C: -0.008 0.770 -1.982
S: -0.692 2.460 -2.240
O: -1.129 -0.849 -0.407
C: 0.004 -1.682 -0.045
C: 0.724 -0.952 1.151
C: 0.043 -0.947 2.448
C: 0.704 -0.232 3.524
C: 1.985 0.443 3.282
C: 2.651 0.390 2.001
C: 2.007 -0.324 0.906
H: -2.899 0.715 -1.349
H: -2.606 0.441 -3.166
H: -3.155 -0.938 -2.027
H: -0.746 -1.247 -2.401
H: 0.618 0.548 -2.891
H: 0.727 0.859 -1.133
H: -1.776 2.467 -3.074
H: -0.931 3.115 -1.060
H: 0.700 -1.897 -0.893
H: -0.436 -2.646 0.338
H: -0.932 -1.446 2.618
H: 0.241 -0.156 4.531
H: 2.472 1.017 4.097
H: 3.621 0.893 1.779
H: 2.433 -0.409 -0.120

Properties
- E: -23486.1652 eV
- Total charge: +1
- Energy relative to the best compared isomer or geometry (same formula, charge and spin): 145.9 kJ/mol
- Highest occupied orbital energy: -0.43516 Ha
- Maximum force: 0.057 Eh/bohr

Löwdin population analysis, charges in e, atoms 1 to 4:
1 C -0.05
2 C -0.43
3 C -0.31
4 S 1.06

=====

# 4
Density functional theory data (wB97M-V/def2-TZVPD) for a single C4H5NO2 molecule.

CARTESIAN COORDINATES (ANGSTROEM)
N: -2.616 -0.942 -0.062
C: -1.309 -0.625 -0.115
C: -0.138 -0.325 -0.185
C: 1.214 0.207 -0.354
O: 2.203 -0.447 0.423
C: 1.192 1.684 0.055
O: 0.959 2.588 -0.704
H: -3.082 -0.790 0.821
H: -2.893 -1.792 -0.530
H: 1.493 0.165 -1.414
H: 1.774 -1.161 0.908
H: 1.411 1.843 1.131

Properties
- E: -9811.5084 eV
- SMILES: NC#C[C@H](O)C=O
- Energy relative to the best compared isomer or geometry (same formula, charge and spin): 270.8 kJ/mol
- Highest occupied orbital energy: -0.33660 Ha
- Maximum force: 0.011 Eh/bohr

Löwdin population analysis, charges in e, atoms 1 to 4:
1 N 0.07
2 C -0.14
3 C 0.02
4 C -0.37

=====

# 5
Density functional theory data (wB97M-V/def2-TZVPD) for a molecular structure, C19H66B2NO37 at a distorted geometry.

CARTESIAN COORDINATES (ANGSTROEM)
C: -1.013 0.530 4.228
C: -1.171 1.082 2.888
C: -0.768 0.204 1.794
C: -1.053 0.694 0.347
N: -0.636 -0.132 -0.694
C: -1.449 -1.413 -0.839
C: -0.437 -2.646 -0.944
C: 0.715 -2.203 -0.299
C: 0.769 -0.631 -0.639
C: -0.883 0.602 -1.990
C: -0.015 1.781 -2.235
C: -0.730 2.651 -3.312
H: -1.260 -0.624 4.205
H: -1.536 0.858 5.235
H: 0.014 0.373 4.442
H: -0.295 1.835 3.202
H: -2.122 1.647 2.611
H: -1.197 -0.632 1.705
H: 0.337 0.075 2.079
H: -0.626 1.615 0.298
H: -2.107 0.860 0.224
H: -2.277 -1.412 -1.634
H: -2.100 -1.330 0.015
H: -0.220 -2.805 -2.098
H: -0.788 -3.577 -0.525
H: 1.662 -2.722 -0.709
H: 0.611 -2.540 0.697
H: 1.425 -0.797 -1.589
H: 1.271 -0.134 0.217
H: -1.918 0.818 -2.126
H: -0.830 -0.018 -2.871
H: 1.115 1.765 -2.398
H: -0.018 2.537 -1.482
H: -1.860 2.863 -3.118
H: -0.775 2.106 -4.226
H: -0.183 3.675 -3.129
O: 6.376 -2.661 1.714
C: 5.836 -2.153 0.729
O: 6.452 -1.404 -0.048
B: 5.424 -0.920 -1.020
O: 4.163 -1.670 -0.632
C: 4.521 -2.425 0.370
O: 3.840 -3.353 0.681
O: 5.733 -1.267 -2.404
C: 5.674 -0.192 -3.037
O: 5.612 -0.239 -4.299
C: 5.507 0.943 -2.173
O: 5.356 0.550 -1.064
O: 5.668 2.188 -2.422
O: 1.849 3.430 2.846
C: 2.710 2.462 2.685
O: 3.091 1.890 3.614
B: 3.520 0.561 3.148
O: 3.528 0.664 1.691
C: 3.107 1.814 1.498
O: 2.809 2.272 0.405
O: 2.509 -0.471 3.647
C: 3.098 -1.308 4.388
O: 2.651 -2.398 4.710
C: 4.564 -1.031 4.327
O: 4.808 0.077 3.670
O: 5.451 -1.776 4.674
O: 1.416 -0.320 6.695
H: 0.810 -1.101 6.294
H: 0.705 -0.073 7.190
O: -3.577 -2.837 1.819
H: -4.018 -2.269 2.521
H: -4.103 -3.668 1.682
O: -3.791 3.111 4.882
H: -3.464 3.657 5.508
H: -3.248 3.448 4.207
O: 3.100 4.782 -3.234
H: 2.584 4.676 -2.382
H: 2.663 3.988 -3.627
O: -2.322 3.416 -0.567
H: -3.063 3.581 -1.312
H: -1.882 4.277 -0.461
O: -2.723 4.401 2.804
H: -3.327 4.129 2.069
H: -3.161 5.268 3.079
O: 0.289 4.222 5.004
H: 0.704 3.977 4.247
H: 0.908 4.710 5.444
O: -4.068 -1.100 -3.454
H: -4.309 -1.021 -2.598
H: -4.011 -1.979 -3.764
O: -4.340 2.794 1.122
H: -3.629 3.070 0.593
H: -5.080 3.461 0.849
O: 0.980 -1.758 -4.052
H: 1.867 -2.288 -4.316
H: 0.969 -1.003 -4.702
O: -2.502 -0.384 -5.733
H: -2.392 -1.383 -5.958
H: -2.900 -0.328 -4.886
O: -4.720 -1.876 -0.490
H: -4.964 -0.966 -0.132
H: -4.264 -2.295 0.306
O: -1.776 -4.835 2.309
H: -1.113 -4.397 2.715
H: -2.143 -4.118 1.641
O: 3.096 -4.793 -2.732
H: 2.664 -5.028 -1.943
H: 3.965 -5.130 -2.522
O: -1.016 -5.459 -3.052
H: -1.549 -5.877 -3.723
H: -1.020 -5.781 -2.055
O: -0.173 -3.512 4.023
H: 0.520 -2.975 4.263
H: -0.209 -4.085 4.863
O: 2.183 2.798 -5.248
H: 2.932 2.399 -5.432
H: 1.521 2.067 -4.841
O: 0.760 0.490 -5.700
H: -0.178 0.418 -5.903
H: 1.083 0.347 -6.588
O: -4.657 3.324 -2.404
H: -5.162 3.074 -3.103
H: -5.103 3.274 -1.666
O: -5.285 1.069 3.758
H: -4.840 1.217 2.956
H: -5.337 2.044 4.023
O: -1.566 -3.086 -4.605
H: -1.458 -3.846 -4.220
H: -0.771 -2.474 -4.534

Properties
- E: -99375.5375 eV
- Total charge: -1
- Energy relative to the best compared isomer or geometry (same formula, charge and spin): 93.4 kJ/mol
- Highest occupied orbital energy: -0.26071 Ha
- Maximum force: 0.274 Eh/bohr

Löwdin population analysis, charges in e, atoms 1 to 4:
1 C -0.14
2 C -0.27
3 C -0.14
4 C -0.14